Model A:
C3H6N4O | ωB97M-V/def2-TZVPD

Atoms and positions in Å:
C1 0.585 -0.040 -0.665
C2 -0.203 0.098 -1.831
C3 0.294 -0.075 1.738
N1 2.672 -0.451 0.155
N2 -1.540 0.452 -1.334
N3 -1.599 0.293 0.075
N4 -0.193 0.100 0.414
O1 0.016 -0.045 -3.008
H1 1.183 -0.688 1.778
H2 0.420 0.901 2.230
H3 -0.516 -0.661 2.271
H4 3.274 -0.728 -0.657
H5 -2.304 -0.192 -1.722
H6 -2.087 1.036 0.555

Values from the calculation:
Gap between HOMO and LUMO (spin up / spin down): 0.2632 / 0.3135 Ha
Charge: 0
HOMO (spin up / spin down): -7.51 / -8.97 eV
LUMO (spin up / spin down): -0.351 / -0.438 eV
Multiplicity: 3


Model B:
C3H6N4O | ωB97M-V/def2-TZVPD

Atoms and positions in Å:
C1 0.468 -0.564 1.263
C2 -0.561 -0.207 2.122
C3 0.071 0.141 -3.174
N1 -0.188 -0.885 0.011
N2 -0.025 -0.465 -1.065
N3 0.263 0.415 -1.801
N4 -0.325 0.447 3.298
O1 1.659 -0.697 1.308
H1 -1.467 -0.065 1.526
H2 1.066 0.216 -3.610
H3 -0.204 -0.851 -3.210
H4 -0.754 0.708 -3.577
H5 -0.642 1.472 3.350
H6 0.639 0.334 3.558

Values from the calculation:
Gap between HOMO and LUMO (spin up / spin down): 0.2932 / 0.2864 Ha
Charge: 0
HOMO (spin up / spin down): -7.17 / -9.08 eV
LUMO (spin up / spin down): 0.813 / -1.288 eV
Multiplicity: 3


The relative energies come out as model A 47.4; model B 0.0, with values in kcal/mol.


Model A:
C2H7O2PS | ωB97M-V/def2-TZVPD

Atoms and positions in Å:
C1 -0.336 1.570 1.331
C2 -0.217 -2.669 -0.208
O1 0.454 0.412 -2.496
O2 2.051 -0.243 -0.806
P1 0.274 2.302 -0.255
S1 0.705 0.185 -1.076
H1 -0.302 2.298 2.107
H2 0.476 0.814 1.589
H3 -1.430 1.272 1.240
H4 0.325 -3.076 -1.038
H5 0.174 -3.178 0.674
H6 -1.096 -2.040 -0.031
H7 -1.078 2.353 -1.031

Values from the calculation:
Gap between HOMO and LUMO (spin up / spin down): 0.2522 / 0.3150 Ha
Charge: 0
HOMO (spin up / spin down): -9.05 / -8.83 eV
LUMO (spin up / spin down): -2.185 / -0.264 eV
Multiplicity: 1


Model B:
C2H7O2PS | ωB97M-V/def2-TZVPD

Atoms and positions in Å:
C1 -1.267 -0.322 1.545
O1 -2.055 0.135 0.409
P1 -1.360 0.590 -0.969
S1 -0.688 2.502 -0.219
H1 -1.192 -1.348 1.323
H2 -1.814 0.133 2.392
H3 -0.268 0.241 1.425
H4 -2.614 1.100 -1.510
H5 0.243 2.910 -1.032
C2 2.449 -0.474 -1.228
O2 1.462 -0.108 -0.714
H6 3.063 -0.068 -2.146
H7 2.858 -1.416 -0.824

Values from the calculation:
Gap between HOMO and LUMO: 0.3354 Ha
Charge: 0
HOMO: -8.33 eV
LUMO: 0.792 eV
SMILES string: COPS.C=O
Multiplicity: 1


The relative energies come out as model A 62.0; model B 0.0, with values in kcal/mol.


Model A:
C3H10NO2P | ωB97M-V/def2-TZVPD

Atoms and positions in Å:
C1 -0.100 -1.773 -3.299
O1 0.585 -1.484 -2.076
P1 0.327 -0.020 -1.235
N1 -1.311 -0.257 -0.706
O2 1.006 -0.405 0.153
H1 -1.200 -1.436 -3.176
H2 0.025 -2.794 -3.314
H3 0.400 -1.225 -4.047
H4 -1.904 0.437 -1.093
H5 -1.454 -0.443 0.200
H6 0.721 -1.275 0.401
C2 0.868 1.665 2.560
C3 0.067 1.881 3.559
H7 0.648 1.014 1.622
H8 1.897 2.134 2.534
H9 -0.959 1.349 3.635
H10 0.384 2.632 4.283

Values from the calculation:
Gap between HOMO and LUMO: 0.3701 Ha
Charge: 0
HOMO: -9.14 eV
LUMO: 0.934 eV
SMILES string: COP(N)O.C=C
Multiplicity: 1


Model B:
C3H10NO2P | ωB97M-V/def2-TZVPD

Atoms and positions in Å:
C1 0.371 1.127 -1.367
C2 -0.495 1.753 1.304
C3 0.819 -0.803 0.764
N1 -0.279 -2.848 -0.839
O1 -1.639 -0.259 -0.301
O2 0.888 -2.377 -0.519
P1 -0.350 0.347 0.058
H1 -0.294 2.060 -1.517
H2 1.419 1.510 -1.126
H3 0.591 0.572 -2.270
H4 -1.082 1.327 2.208
H5 0.499 2.150 1.572
H6 -0.998 2.533 0.790
H7 0.411 -1.308 1.626
H8 1.810 -0.474 0.911
H9 -0.859 -2.145 -1.398
H10 -0.811 -3.165 0.103

Values from the calculation:
Gap between HOMO and LUMO (spin up / spin down): 0.3137 / 0.3202 Ha
Charge: 0
HOMO (spin up / spin down): -8.40 / -8.66 eV
LUMO (spin up / spin down): 0.138 / 0.050 eV
Multiplicity: 1


The relative energies come out as model A 0.0; model B 60.7, with values in kcal/mol.


Model A:
C67H66GaGe2N5O5S | ωB97M-V/def2-TZVPD

Atoms and positions in Å:
Ga1 -1.367 1.631 0.309
C1 -1.387 2.171 7.147
C2 -0.668 0.933 6.583
C3 0.791 0.976 7.045
C4 -1.307 -0.338 7.159
C5 -0.807 0.976 5.075
C6 -2.103 0.858 4.492
C7 -2.276 1.048 3.158
N1 -1.275 1.355 2.301
C8 0.016 1.373 2.819
C9 0.226 1.200 4.202
C10 1.048 1.597 1.873
C11 2.428 1.561 2.151
C12 3.376 1.730 1.170
C13 2.894 1.981 -0.138
C14 1.548 2.049 -0.359
N2 0.620 1.854 0.589
C15 4.856 1.717 1.500
C16 5.727 1.778 0.242
C17 5.223 0.443 2.272
C18 5.155 2.949 2.368
H1 -1.303 2.183 8.231
H2 -2.442 2.170 6.885
H3 -0.936 3.081 6.756
H4 0.819 0.951 8.132
H5 1.284 1.889 6.720
H6 1.343 0.115 6.673
H7 -1.168 -0.350 8.238
H8 -0.837 -1.226 6.741
H9 -2.374 -0.386 6.960
H10 -2.957 0.628 5.103
H11 -3.263 0.976 2.720
H12 1.236 1.270 4.565
H13 2.733 1.381 3.168
H14 3.561 2.131 -0.966
H15 1.162 2.284 -1.340
H16 5.516 0.938 -0.414
H17 6.776 1.733 0.523
H18 5.572 2.706 -0.303
H19 5.002 -0.439 1.675
H20 4.686 0.375 3.214
H21 6.287 0.447 2.494
H22 4.868 3.858 1.846
H23 6.219 2.998 2.586
H24 4.612 2.909 3.309
N3 -1.589 4.498 1.202
C19 -1.634 5.778 0.812
C20 -1.667 5.781 -0.565
C21 -1.642 4.437 -0.933
N4 -1.596 3.676 0.150
H25 -1.535 4.125 2.140
H26 -1.633 6.585 1.516
H27 -1.700 6.630 -1.214
H28 -1.653 3.996 -1.912
O1 -1.153 1.719 -1.806
C22 -0.927 0.492 -1.810
O2 -0.984 -0.123 -0.699
C23 -0.432 -0.218 -3.028
C24 0.929 -0.813 -2.640
Ge1 2.617 -0.431 -3.660
C25 2.846 1.429 -4.336
C26 1.935 2.445 -4.077
C27 2.138 3.720 -4.575
C28 3.258 4.000 -5.339
C29 4.169 2.994 -5.610
C30 3.961 1.720 -5.114
C31 4.035 -0.983 -2.372
C32 3.725 -1.690 -1.216
C33 4.723 -2.176 -0.389
C34 6.053 -1.962 -0.704
C35 6.377 -1.245 -1.843
C36 5.375 -0.765 -2.668
C37 2.569 -1.757 -5.125
C38 3.093 -3.028 -4.925
C39 2.902 -4.022 -5.867
C40 2.179 -3.756 -7.017
C41 1.658 -2.491 -7.228
C42 1.856 -1.497 -6.287
H29 -0.382 0.487 -3.858
H30 -1.126 -1.019 -3.289
H31 0.848 -1.900 -2.631
H32 1.159 -0.511 -1.621
H33 1.048 2.240 -3.492
H34 1.413 4.495 -4.372
H35 3.411 4.995 -5.730
H36 5.038 3.201 -6.214
H37 4.664 0.933 -5.347
H38 2.694 -1.880 -0.957
H39 4.457 -2.742 0.492
H40 6.832 -2.355 -0.069
H41 7.411 -1.071 -2.096
H42 5.640 -0.216 -3.560
H43 3.662 -3.231 -4.026
H44 3.315 -5.007 -5.702
H45 2.029 -4.533 -7.752
H46 1.096 -2.279 -8.125
H47 1.461 -0.504 -6.453
C43 -6.609 -2.814 1.871
C44 -6.277 -3.406 0.665
C45 -5.005 -3.249 0.143
C46 -4.057 -2.505 0.830
C47 -4.402 -1.898 2.030
C48 -5.673 -2.055 2.552
Ge2 -2.295 -2.083 -0.024
C49 -0.844 -2.130 1.395
C50 0.425 -1.591 1.252
C51 1.411 -1.823 2.194
C52 1.141 -2.618 3.293
C53 -0.118 -3.174 3.442
C54 -1.106 -2.929 2.503
C55 -1.832 -3.064 -1.682
C56 -2.641 -3.075 -2.812
C57 -2.256 -3.790 -3.935
C58 -1.060 -4.490 -3.937
C59 -0.255 -4.491 -2.811
C60 -0.642 -3.781 -1.688
H48 -7.597 -2.949 2.283
H49 -7.011 -3.986 0.129
H50 -4.736 -3.710 -0.799
H51 -3.663 -1.307 2.559
H52 -5.933 -1.582 3.487
H53 0.658 -0.984 0.394
H54 2.388 -1.386 2.052
H55 1.911 -2.813 4.025
H56 -0.334 -3.812 4.286
H57 -2.083 -3.379 2.626
H58 -3.567 -2.517 -2.803
H59 -2.885 -3.797 -4.813
H60 -0.759 -5.042 -4.813
H61 0.678 -5.033 -2.812
H62 -0.024 -3.782 -0.798
O3 -3.486 -0.624 -1.010
C61 -4.008 0.373 -0.444
N5 -3.303 1.275 0.202
S1 -4.024 2.541 1.059
O4 -5.368 1.708 1.587
O5 -4.469 3.512 0.100
C62 -6.111 1.130 0.602
C63 -7.498 1.121 0.680
C64 -8.235 0.479 -0.299
C65 -7.601 -0.164 -1.355
C66 -6.225 -0.170 -1.426
C67 -5.468 0.482 -0.454
H63 -7.975 1.611 1.514
H64 -9.313 0.477 -0.242
H65 -8.183 -0.667 -2.112
H66 -5.707 -0.673 -2.227

Values from the calculation:
Gap between HOMO and LUMO (spin up / spin down): 0.1907 / 0.3042 Ha
Charge: +1
HOMO (spin up / spin down): -7.61 / -10.75 eV
LUMO (spin up / spin down): -2.420 / -2.472 eV
Multiplicity: 2


Model B:
C67H66GaGe2N5O5S | ωB97M-V/def2-TZVPD

Atoms and positions in Å:
Ga1 -0.613 0.653 -0.018
C1 -0.092 -5.195 -3.867
C2 0.913 -4.056 -4.085
C3 0.859 -3.618 -5.551
C4 2.334 -4.525 -3.744
C5 0.573 -2.929 -3.142
C6 0.542 -3.156 -1.765
C7 0.230 -2.124 -0.912
N1 -0.044 -0.894 -1.329
C8 -0.002 -0.639 -2.641
C9 0.305 -1.632 -3.564
C10 -0.289 0.749 -3.008
C11 -0.480 1.168 -4.316
C12 -0.759 2.501 -4.602
C13 -0.853 3.356 -3.508
C14 -0.682 2.857 -2.235
N2 -0.365 1.600 -1.978
C15 -0.971 3.019 -6.007
C16 -2.430 3.483 -6.130
C17 -0.691 1.957 -7.076
C18 -0.026 4.209 -6.235
H1 0.165 -6.033 -4.508
H2 -1.096 -4.862 -4.116
H3 -0.092 -5.540 -2.837
H4 1.101 -4.462 -6.190
H5 1.580 -2.829 -5.754
H6 -0.139 -3.275 -5.818
H7 2.626 -5.322 -4.420
H8 2.396 -4.899 -2.726
H9 3.039 -3.704 -3.850
H10 0.752 -4.123 -1.339
H11 0.195 -2.291 0.152
H12 0.345 -1.387 -4.611
H13 -0.446 0.443 -5.109
H14 -1.104 4.395 -3.628
H15 -0.805 3.494 -1.377
H16 -3.106 2.638 -6.034
H17 -2.591 3.949 -7.099
H18 -2.678 4.205 -5.357
H19 -1.366 1.108 -6.983
H20 0.340 1.610 -7.024
H21 -0.846 2.390 -8.061
H22 -0.276 5.043 -5.587
H23 -0.107 4.544 -7.265
H24 1.005 3.917 -6.044
N3 1.347 0.849 2.124
C19 2.565 0.588 2.595
C20 3.358 0.258 1.512
C21 2.513 0.339 0.410
N4 1.299 0.707 0.803
H25 0.513 1.147 2.620
H26 2.807 0.659 3.636
H27 4.394 -0.014 1.521
H28 2.730 0.169 -0.626
O1 -2.888 -0.918 2.207
C22 -1.703 -1.140 2.158
O2 -0.912 -0.698 1.216
C23 -0.985 -1.963 3.237
C24 0.482 -2.292 2.948
Ge1 0.907 -4.255 2.851
C25 -0.115 -5.239 1.459
C26 -1.326 -4.789 0.950
C27 -1.984 -5.507 -0.033
C28 -1.450 -6.693 -0.505
C29 -0.239 -7.149 -0.012
C30 0.427 -6.417 0.953
C31 2.814 -4.507 2.343
C32 3.441 -3.596 1.503
C33 4.763 -3.763 1.133
C34 5.470 -4.868 1.575
C35 4.846 -5.809 2.376
C36 3.531 -5.622 2.764
C37 0.683 -4.812 4.736
C38 1.756 -4.586 5.590
C39 1.650 -4.842 6.943
C40 0.454 -5.313 7.457
C41 -0.624 -5.535 6.617
C42 -0.511 -5.284 5.261
H29 -1.579 -2.866 3.403
H30 -1.076 -1.372 4.153
H31 1.116 -1.903 3.746
H32 0.807 -1.788 2.041
H33 -1.764 -3.873 1.318
H34 -2.918 -5.138 -0.429
H35 -1.976 -7.270 -1.248
H36 0.180 -8.076 -0.373
H37 1.385 -6.758 1.320
H38 2.883 -2.741 1.139
H39 5.238 -3.035 0.492
H40 6.507 -4.989 1.299
H41 5.386 -6.688 2.692
H42 3.054 -6.343 3.414
H43 2.684 -4.208 5.180
H44 2.500 -4.679 7.589
H45 0.365 -5.510 8.513
H46 -1.552 -5.911 7.020
H47 -1.355 -5.459 4.605
C43 2.960 4.692 -2.771
C44 1.861 5.501 -2.531
C45 1.092 5.313 -1.396
C46 1.411 4.316 -0.483
C47 2.537 3.535 -0.716
C48 3.314 3.726 -1.844
Ge2 0.085 3.763 0.967
C49 1.062 3.768 2.723
C50 0.431 3.355 3.895
C51 1.117 3.324 5.097
C52 2.455 3.682 5.139
C53 3.095 4.083 3.977
C54 2.404 4.125 2.777
C55 -1.485 5.016 1.121
C56 -2.388 5.264 0.093
C57 -3.490 6.076 0.301
C58 -3.720 6.640 1.543
C59 -2.839 6.386 2.580
C60 -1.736 5.578 2.368
H48 3.540 4.818 -3.674
H49 1.598 6.277 -3.234
H50 0.236 5.949 -1.208
H51 2.816 2.771 -0.003
H52 4.190 3.115 -2.007
H53 -0.609 3.062 3.860
H54 0.608 3.022 6.002
H55 2.993 3.651 6.075
H56 4.136 4.366 4.007
H57 2.905 4.445 1.874
H58 -2.264 4.822 -0.885
H59 -4.172 6.260 -0.515
H60 -4.581 7.271 1.701
H61 -3.009 6.818 3.555
H62 -1.052 5.386 3.182
O3 -1.568 1.885 1.881
C61 -2.548 1.902 1.110
N5 -2.407 1.409 -0.111
S1 -3.706 1.744 -1.099
O4 -4.166 0.547 -1.722
O5 -3.307 2.810 -1.981
C62 -4.672 2.459 0.220
C63 -5.916 3.038 0.195
C64 -6.354 3.681 1.349
C65 -5.548 3.748 2.477
C66 -4.289 3.170 2.488
C67 -3.849 2.528 1.340
H63 -6.532 2.990 -0.688
H64 -7.332 4.138 1.363
H65 -5.903 4.265 3.355
H66 -3.651 3.220 3.356

Values from the calculation:
Gap between HOMO and LUMO (spin up / spin down): 0.2405 / 0.2715 Ha
Charge: +1
HOMO (spin up / spin down): -9.39 / -10.74 eV
LUMO (spin up / spin down): -2.844 / -3.355 eV
Multiplicity: 2


The relative energies come out as model A 0.0; model B 20.1, with values in kcal/mol.